{
  "formula": "CH3N2OS",
  "method": "ωB97M-V/def2-TZVPD",
  "charge": 1,
  "mol_weight_g_mol": 91.1,
  "energy_ev": -16936.1011,
  "homo_ev": [-15.0563, -15.4818],
  "multiplicity": 3,
  "fmax_ev_per_a": 1.497,
  "s2": 2.010,
  "e_lumo_ev": [-4.636, -7.989],
  "elements": ["H", "H", "H", "S", "N", "C", "O", "N"],
  "positions_angstrom": [[-0.182, 1.911, 0.355], [-0.756, -2.092, -0.169], [-1.870, -0.026, -0.374], [2.356, -0.356, 0.017], [-0.274, -1.246, 0.135], [-0.784, -0.116, -0.093], [1.445, 0.930, 0.098], [0.065, 0.994, 0.033]],
  "atomic_forces_ev_per_a": [[-0.4, 0.3, -0.1], [-0.1, 0.2, 0.3], [1.2, 0.9, 0.3], [-1.2, -0.5, 0.0], [1.2, -0.1, -0.8], [0.5, -0.5, 0.5], [-0.4, -0.1, 0.2], [-0.8, -0.2, -0.5]]
}